No. 1
Here is a cluster of 2 separate species, C3H9PS in total at a distorted geometry from the Open Molecules 2025 dataset. Energies are from ωB97M-V with the def2-TZVPD basis set.

Structure (XYZ):
```
14
Properties=species:S:1:pos:R:3:lowdin_charge:R:1
C 1.384 1.674 -0.537 -0.18
C -0.971 -1.416 2.658 0.04
C 0.390 0.811 -1.427 -0.59
P 0.127 -0.896 -0.661 0.48
S -1.711 -0.985 -1.536 0.28
H 1.831 0.844 0.021 0.01
H 2.192 2.062 -1.191 0.06
H 1.036 2.469 0.136 0.06
H -1.251 -0.430 2.991 -0.03
H -1.654 -2.126 2.240 -0.03
H 0.103 -1.469 2.576 -0.04
H 1.020 0.659 -2.323 0.06
H -0.613 1.190 -1.544 0.00
H -1.883 -2.386 -1.402 -0.15
```

Output
* gap between HOMO and LUMO (spin up / spin down): 8.17 / 7.67 eV
* M: 108.15 g/mol
* energy above the lowest of the compared OMol25 structures with the same formula, charge and spin: 342.1 kJ/mol
* charge: 0

No. 2
Here is a structure of composition C32H27BClF4GeN3O2W at a distorted geometry from the Open Molecules 2025 dataset. Energies are from ωB97M-V with the def2-TZVPD basis set.

Structure (XYZ):
```
72
Properties=species:S:1:pos:R:3:lowdin_charge:R:1
W 0.116 -0.069 -0.550 1.46
O -5.127 1.428 0.875 0.08
C -5.249 0.497 -0.084 -0.25
C -6.549 0.158 -0.473 0.00
C -6.754 -0.791 -1.448 -0.05
C -5.678 -1.437 -2.065 -0.07
C -4.399 -1.115 -1.685 -0.02
C -4.159 -0.146 -0.696 -0.09
C -2.784 0.138 -0.318 -0.39
O -1.828 -0.559 -0.856 -0.27
N -2.489 1.097 0.537 0.09
N -1.126 1.168 0.660 -0.13
C -0.629 2.061 1.462 -0.03
C 0.812 2.033 1.590 -0.26
C 1.538 2.875 2.418 0.02
C 2.913 2.688 2.503 -0.01
C 3.507 1.675 1.772 -0.01
C 2.730 0.869 0.951 -0.06
N 1.401 1.048 0.854 -0.03
H -4.182 1.612 1.029 0.07
H -7.373 0.663 0.010 0.12
H -7.766 -1.038 -1.740 0.11
H -5.853 -2.179 -2.830 0.11
H -3.549 -1.610 -2.136 0.12
H -1.270 2.737 2.012 0.15
H 1.041 3.647 2.986 0.13
H 3.506 3.327 3.141 0.13
H 4.571 1.494 1.820 0.12
H 3.151 0.069 0.360 0.11
C -3.776 -4.731 0.068 -0.06
C -3.855 -3.575 0.836 -0.07
C -2.705 -2.862 1.120 -0.12
C -1.464 -3.289 0.641 -0.32
C -1.397 -4.452 -0.126 -0.09
C -2.550 -5.172 -0.403 -0.07
Ge 0.112 -2.277 1.119 1.04
C 1.807 -3.093 0.674 -0.32
C 2.819 -3.089 1.637 -0.10
C 4.039 -3.693 1.377 -0.07
C 4.266 -4.295 0.148 -0.06
C 3.277 -4.283 -0.826 -0.07
C 2.061 -3.676 -0.569 -0.13
C 0.030 -1.904 3.037 -0.31
C -0.039 -3.083 3.791 -0.11
C -0.097 -3.042 5.174 -0.06
C -0.098 -1.821 5.832 -0.07
C -0.041 -0.646 5.100 -0.07
C 0.023 -0.694 3.714 -0.11
H -4.673 -5.292 -0.156 0.11
H -4.810 -3.233 1.210 0.11
H -2.780 -1.974 1.740 0.11
H -0.448 -4.818 -0.498 0.09
H -2.488 -6.080 -0.987 0.11
H 2.657 -2.631 2.606 0.10
H 4.810 -3.697 2.135 0.11
H 5.218 -4.766 -0.054 0.11
H 3.461 -4.733 -1.791 0.12
H 1.315 -3.649 -1.356 0.10
H -0.052 -4.051 3.303 0.11
H -0.147 -3.962 5.738 0.11
H -0.149 -1.787 6.911 0.11
H -0.051 0.308 5.608 0.11
H 0.062 0.242 3.172 0.06
F 4.379 -1.234 -1.687 0.26
B 3.511 -1.059 -2.667 -0.98
F 2.911 -2.091 -3.217 0.26
F 3.406 0.136 -3.221 0.25
F 1.898 -0.624 -1.160 -0.46
Cl -0.087 -0.224 -3.177 0.62
C 0.175 1.289 -2.213 -0.57
H -0.680 1.943 -2.365 0.02
H 1.139 1.700 -2.500 0.02
```

Output
* gap between HOMO and LUMO (spin up / spin down): 6.74 / 5.60 eV
* expectation value of S²: 3.79
* 2S+1: 4
* M: 864.29 g/mol
* energy above the lowest of the compared OMol25 structures with the same formula, charge and spin: 0.0 kJ/mol
* charge: +1

No. 3
Here is the molecule C2H8N2OP2 at a distorted geometry from the Open Molecules 2025 dataset. Energies are from ωB97M-V with the def2-TZVPD basis set.

Structure (XYZ):
```
15
Properties=species:S:1:pos:R:3:lowdin_charge:R:1
C 0.832 0.451 1.700 -0.15
N -0.296 -0.179 1.014 -0.56
C 0.073 -1.386 0.383 -0.21
P -1.316 0.834 0.189 0.84
N -0.789 0.877 -1.517 -0.52
P 0.096 0.954 -3.017 0.72
O 1.512 0.655 -2.889 -0.52
H 1.317 -0.001 2.617 0.10
H 1.494 0.661 0.902 0.05
H 0.431 1.497 1.951 0.07
H 0.447 -2.120 1.223 0.12
H -0.684 -1.983 -0.162 0.08
H 0.852 -1.156 -0.349 0.07
H -2.261 -0.240 -0.231 -0.02
H -1.708 1.137 -1.813 -0.08
```

Output
* gap between HOMO and LUMO: 9.53 eV
* M: 138.05 g/mol
* energy above the lowest of the compared OMol25 structures with the same formula, charge and spin: 59.9 kJ/mol
* charge: 0

No. 4
Here is the molecule C21H26N2O4 from the Open Molecules 2025 dataset. Energies are from ωB97M-V with the def2-TZVPD basis set.

Structure (XYZ):
```
53
Properties=species:S:1:pos:R:3:lowdin_charge:R:1
O 1.619 -2.924 3.815 0.09
C 1.337 -2.852 2.642 -0.43
C 2.277 -3.429 1.558 -0.04
O 2.849 -2.405 0.738 0.05
C 2.155 -1.956 -0.292 -0.45
O 1.046 -2.337 -0.594 0.09
C 2.892 -0.881 -1.071 -0.05
N 1.940 -0.095 -1.814 0.08
C 1.582 1.145 -1.367 -0.43
O 2.256 1.745 -0.559 0.09
C 0.281 1.690 -1.951 -0.35
C 0.214 1.562 -3.477 -0.08
C -1.125 2.111 -3.973 -0.29
C -2.268 1.314 -3.345 -0.12
C -2.208 1.451 -1.825 -0.29
C -2.337 2.922 -1.437 -0.12
C -1.192 3.713 -2.068 -0.29
C -1.257 3.583 -3.588 -0.12
C 0.142 3.167 -1.568 -0.09
C -0.876 0.903 -1.314 -0.09
N 0.220 -2.308 2.112 0.14
C -0.808 -1.607 2.755 -0.21
C -1.812 -1.073 1.948 -0.03
C -2.850 -0.357 2.512 -0.09
C -2.900 -0.170 3.884 -0.10
C -1.905 -0.704 4.685 -0.08
C -0.859 -1.420 4.132 -0.01
H 3.119 -3.915 2.052 0.14
H 1.730 -4.142 0.932 0.14
H 3.618 -1.354 -1.741 0.14
H 3.421 -0.216 -0.382 0.14
H 1.261 -0.633 -2.331 0.12
H 1.038 2.121 -3.926 0.13
H 0.308 0.520 -3.790 0.12
H -1.169 2.013 -5.064 0.14
H -3.226 1.688 -3.713 0.12
H -2.190 0.261 -3.629 0.12
H -3.027 0.879 -1.374 0.14
H -3.297 3.314 -1.782 0.12
H -2.304 3.023 -0.350 0.12
H -1.279 4.768 -1.786 0.14
H -0.451 4.161 -4.046 0.12
H -2.206 3.979 -3.958 0.12
H 0.970 3.732 -2.002 0.13
H 0.214 3.266 -0.484 0.13
H -0.796 -0.160 -1.560 0.12
H -0.825 1.002 -0.227 0.13
H 0.114 -2.364 1.102 0.11
H -1.771 -1.223 0.879 0.10
H -3.621 0.055 1.878 0.10
H -3.712 0.390 4.324 0.10
H -1.940 -0.562 5.754 0.10
H -0.084 -1.833 4.756 0.10
```

Output
* gap between HOMO and LUMO: 9.13 eV
* M: 370.45 g/mol
* energy above the lowest of the compared OMol25 structures with the same formula, charge and spin: 0.8 kJ/mol
* charge: 0

- Among the records above, which one has the lowest M?
  C3H9PS